Here is a molecular structure, C31H42NO3S5SiTc from the OMol25 dataset. Energies are from ωB97M-V with the def2-TZVPD basis set.

```
! wB97M-V def2-TZVPD RIJCOSX def2/J DEFGRID3
* xyz 1 4
C -1.23 1.82 -4.11
H 2.50 0.37 -3.52
C 3.99 3.75 -1.77
H -3.18 -4.04 2.56
H -1.45 -4.78 4.30
H 4.14 -4.66 0.68
C 3.79 2.39 -1.78
H -0.15 -7.10 -2.13
C -0.68 -4.58 3.56
C -3.16 -5.46 -2.51
C 1.88 2.62 -0.29
H -0.80 -6.94 2.20
H -2.01 -6.46 0.99
H -1.16 -5.26 -4.41
H 2.91 -6.94 -2.05
H 1.74 -6.42 1.46
C 3.13 4.56 -1.02
C -1.23 -7.03 -2.28
Tc 0.38 -0.35 -0.01
C 2.74 1.83 -1.06
N -0.34 0.58 -1.83
C -1.56 1.14 -1.85
H -1.73 -7.53 -1.45
H 4.38 -6.38 -1.23
H 3.32 -7.09 1.00
H 0.16 -4.89 -3.29
H -2.74 -4.06 0.83
H -3.47 -5.91 -3.45
H -3.67 -5.97 -1.69
C -0.92 -4.82 -3.44
C 2.54 -5.63 -0.39
C 0.45 0.63 -2.91
C -0.69 0.37 4.21
C 3.16 -4.41 0.28
H 4.47 1.74 -2.34
O -0.11 -4.58 1.26
H -3.57 2.16 4.41
H 4.80 4.19 -2.33
H -1.22 -3.77 -3.45
H 0.17 -5.24 3.75
C 2.35 -6.76 0.62
O 1.25 -5.29 -0.94
H 3.27 5.63 -1.01
H -0.34 -3.55 3.66
S -1.97 -0.30 0.46
Si 0.00 -4.49 -0.34
H 3.48 -5.28 -2.30
H -2.44 -6.52 2.71
C -2.89 1.12 2.66
H 2.53 -4.06 1.10
H -2.03 -2.85 1.93
H -3.42 1.19 -0.77
C -1.69 1.17 4.74
O -1.37 -4.95 -1.05
H 0.69 1.30 -4.93
C 0.04 1.26 -4.07
H -1.58 2.31 -5.01
C -2.04 1.76 -2.99
H -3.75 1.39 2.06
C 3.39 -6.09 -1.57
C 1.79 -0.05 -2.82
C -1.21 -4.83 2.16
C -2.37 -3.88 1.84
S 2.52 0.06 -1.14
S 0.36 -2.42 -1.01
C -0.76 -0.04 2.88
S 0.63 1.94 0.73
S 0.48 -1.08 2.18
H 1.44 4.62 0.30
H -1.62 1.50 5.77
H -3.47 -4.41 -2.51
H -1.49 -7.53 -3.21
C -2.35 1.17 -0.57
C 2.09 4.00 -0.29
C -2.79 1.55 3.98
H 1.86 -7.61 0.14
H 3.28 -3.60 -0.45
H 0.17 0.08 4.80
H 1.68 -1.12 -3.01
H -2.06 2.05 0.01
H -3.03 2.20 -2.99
C -1.66 -5.57 -2.33
C -1.64 -6.28 2.00
C -1.87 0.35 2.12
*
```

Summary:
- HOMO energy (alpha / beta) (eV) = -10.4 / -10.3
- frontier orbital gap (alpha / beta) (eV) = 7.5 / 6.0
- molecular weight (u) = 763.10
- lowest unoccupied orbital energy (alpha / beta) (eV) = -2.9 / -4.4
- ⟨S²⟩ = 3.780
- energy above the lowest of the compared OMol25 structures with the same formula, charge and spin (eV) = 0.000
- largest force on an atom (Eh/bohr) = 0.0057

Here is a molecular structure, C31H43AsAuN4O3PSTe at a distorted geometry from the OMol25 dataset. Energies are from ωB97M-V with the def2-TZVPD basis set.

```
! wB97M-V def2-TZVPD RIJCOSX def2/J DEFGRID3
* xyz 0 1
C -1.27 5.96 -1.94
C -0.30 -1.66 4.66
P -0.37 3.27 -0.46
O 3.80 2.63 -2.36
O 1.69 3.28 -1.34
As -0.43 -2.88 0.58
C 1.38 -2.92 -0.25
C -0.92 3.56 -2.24
C -2.19 3.29 0.16
H -3.04 6.58 -0.04
H 2.20 0.66 -3.62
H -4.99 -0.37 -3.21
C 3.73 -3.02 -1.82
H -3.93 4.43 0.13
Te 0.55 2.18 1.80
H -2.96 -2.76 -0.28
O 2.63 1.06 -0.90
H 3.30 -2.37 2.25
C 1.63 1.51 -3.23
H -0.03 3.76 -2.83
C 1.37 -3.50 -1.54
H -2.19 5.70 1.25
H -2.67 -0.97 3.61
H 0.79 -3.20 7.25
H 2.50 -4.00 -3.28
C 2.78 -1.70 1.57
H 1.81 -4.27 4.86
H 1.56 2.30 -3.98
H 5.67 -2.30 -2.42
C 1.12 -3.55 4.42
H -1.55 0.16 2.84
H -2.24 -1.15 1.91
C -0.10 -2.72 2.51
H -3.81 5.29 -2.05
C 0.76 -3.68 3.09
C 0.64 -2.50 5.21
N -3.00 4.48 -0.27
H 0.56 -5.26 1.62
H -1.39 2.65 -2.63
N -0.83 -1.14 0.05
H 0.70 -1.44 7.09
C 2.53 -3.54 -2.29
C 5.01 -3.14 -2.62
H 5.54 -4.06 -2.34
H -3.15 1.30 -3.07
H -2.68 2.39 -0.21
H 0.90 5.34 -0.52
N -1.10 5.98 -0.49
H -4.85 -2.40 -1.78
H -0.70 -3.35 -2.20
C 0.11 -4.08 -2.17
H 1.86 -1.39 2.06
C 2.58 -2.36 0.23
C 3.72 -2.43 -0.57
H -3.54 3.53 -2.08
S 2.54 2.18 -1.86
C -3.12 4.49 -1.79
C 1.30 -4.86 2.32
C -0.71 -1.77 3.33
H 2.18 -4.59 1.73
H -0.30 6.09 -2.41
H -1.93 6.78 -2.23
C -0.04 5.06 -0.04
H -1.25 0.95 -1.56
C -4.06 -1.66 -1.74
H 0.10 5.15 1.03
H -0.75 -0.88 5.27
C -2.34 5.78 0.18
C 1.11 -2.34 6.64
H 1.59 -5.66 3.00
H -0.25 -4.94 -1.61
C -2.99 -1.87 -0.89
C -1.91 -0.95 -0.80
C -2.04 0.21 -1.60
C -4.15 -0.52 -2.54
Au 0.79 0.18 -0.05
H 0.32 -4.40 -3.19
H 0.64 1.19 -2.89
H 4.64 -1.98 -0.19
H -2.18 3.25 1.25
H 2.20 -2.29 6.69
H 3.40 -0.81 1.45
H 4.81 -3.18 -3.69
C -1.86 -0.88 2.88
C -3.12 0.41 -2.45
N -1.85 4.69 -2.40
*
```

Summary:
- HOMO energy (alpha / beta) (eV) = -6.5 / -6.5
- frontier orbital gap (alpha / beta) (eV) = 5.4 / 5.3
- molecular weight (u) = 982.24
- lowest unoccupied orbital energy (alpha / beta) (eV) = -1.1 / -1.1
- energy above the lowest of the compared OMol25 structures with the same formula, charge and spin (eV) = 1.940
- largest force on an atom (Eh/bohr) = 0.0339

Here is a molecular structure, C31H43Cl3N7O3PS2SiTeTl at a distorted geometry from the OMol25 dataset. Energies are from ωB97M-V with the def2-TZVPD basis set.

```
! wB97M-V def2-TZVPD RIJCOSX def2/J DEFGRID3
* xyz -1 1
C 3.58 -0.94 4.09
C 2.99 -3.13 3.22
H -2.81 1.86 -3.26
H -2.73 0.97 3.54
O -1.44 4.96 1.03
C 3.44 1.57 -1.96
C -2.28 5.17 -0.09
C 1.44 0.19 -0.62
N -0.66 -2.50 -1.42
C -1.82 6.49 -0.74
N -5.56 0.12 -2.99
H 0.74 -3.85 -4.16
H 3.26 3.44 0.73
C -2.89 -1.90 -0.82
C 2.05 -2.45 2.47
H 2.97 -0.56 0.60
C 2.01 -5.85 4.20
C 3.80 0.76 -0.90
C 0.02 -3.47 -3.47
C 5.00 -5.30 3.90
H 4.46 -6.11 1.37
H 4.18 2.14 -2.48
H -0.65 2.17 -1.31
O -1.62 2.39 0.70
Tl 0.01 -1.11 0.41
C 1.11 1.06 -1.70
H -0.80 1.16 -5.32
C 2.59 -0.41 3.33
C 2.76 0.04 -0.27
H 0.99 -5.62 3.83
H 2.67 -6.02 0.93
C 2.84 4.38 0.37
C -0.57 0.79 -4.29
C -1.96 2.52 -3.44
N 1.80 -1.14 2.53
N -2.44 -1.04 -0.05
H 5.68 -4.54 3.46
C 3.55 -5.52 1.37
H 4.79 0.67 -0.50
H 4.94 -5.22 5.01
H -4.43 -3.38 -0.40
C -2.80 -0.14 1.95
Cl -5.15 3.55 -1.91
H 1.02 5.51 0.74
H -3.30 5.24 0.35
O 0.61 3.50 0.77
H 5.39 -6.28 3.66
C -1.31 -3.48 -3.88
S 1.04 -3.37 1.30
H 2.04 -5.47 5.22
H -1.02 0.54 -1.71
H 3.52 5.20 0.63
H 3.65 -4.56 0.85
C 3.78 -2.32 4.03
H -0.78 6.38 -1.15
H 1.31 -2.96 -1.79
H 2.34 0.66 3.37
C 1.52 4.61 1.05
H -1.90 7.29 -0.01
H 2.69 4.37 -0.70
N -0.64 1.87 -3.34
H -2.48 6.81 -1.57
S -1.36 -0.89 2.52
C -2.31 -2.99 -3.02
Si 3.30 -4.98 3.16
H 0.44 0.31 -4.36
H 4.67 -2.73 4.52
C 0.33 -2.98 -2.21
H -3.95 1.43 2.50
H -2.05 3.28 -2.71
C -6.24 2.19 -1.58
N -3.27 -0.30 0.74
H 4.14 -0.35 4.80
H 2.18 -6.93 4.25
H -2.08 2.88 -4.47
H -4.91 -2.22 -1.68
C -5.97 1.02 -2.43
N -3.41 0.67 2.88
C -4.36 -2.34 -0.77
H 1.92 2.56 -3.04
H -4.87 -1.73 0.01
Cl -7.91 2.63 -2.04
Te -1.15 3.61 3.72
C -1.94 -2.51 -1.78
H -1.21 -0.03 -4.04
H -2.26 4.31 -0.78
H -3.32 -2.94 -3.37
C -0.36 1.38 -1.99
Cl -5.96 1.75 0.02
H -1.56 -3.77 -4.85
P -0.87 3.51 1.38
C 2.13 1.77 -2.29
H 1.65 4.65 2.16
*
```

Summary:
- HOMO energy (eV) = -3.8
- frontier orbital gap (eV) = 5.8
- molecular weight (u) = 1123.27
- lowest unoccupied orbital energy (eV) = 2.0
- energy above the lowest of the compared OMol25 structures with the same formula, charge and spin (eV) = 0.309
- largest force on an atom (Eh/bohr) = 0.0642

Number 1: E_tot -3848.250302 Eh. Number 2: E_tot -5030.746920 Eh. Number 3: E_tot -5064.503543 Eh.